1.
31
Properties=species:S:1:pos:R:3:forces:R:3 method="wB97M-V/def2-TZVPD" homo_energy_ha=-0.195 orbital_gap_ev=8.02 lumo_ha=0.0994 total_charge=-1 e_tot_ev=-48695.946 smiles="CCN(CC)C(=S)SCCCS(=O)(=O)[O-]" e_above_lowest_ev=0.0000
C 1.00663 -2.39787 0.72360 0.060 -0.058 -0.133
C 1.83447 -1.34982 -0.00288 -0.151 -0.120 -0.345
N 1.37415 0.02715 0.18667 0.378 0.255 0.480
C 2.11711 0.97744 -0.68532 -0.435 -0.161 -0.197
C 1.48911 1.17092 -2.07001 -0.055 -0.234 0.216
C 1.35851 0.49429 1.50758 -0.137 -0.003 -0.357
S 2.40673 0.05234 2.68646 0.027 -0.168 0.176
S 0.15214 1.69121 1.90992 0.237 0.152 0.065
C -0.98486 1.82939 0.50931 -0.468 -0.145 0.089
C -2.34298 1.19019 0.81916 0.209 -0.045 -0.034
C -2.26621 -0.33678 0.79825 -0.050 0.212 -0.190
S -2.66404 -0.98079 -0.83424 0.350 -0.901 0.264
O -4.07191 -0.65229 -1.02716 0.085 -0.130 -0.075
O -1.75808 -0.23876 -1.71612 0.022 -0.060 -0.119
O -2.36018 -2.42698 -0.74882 -0.300 1.158 -0.099
H 0.09902 -2.62379 0.16916 -0.200 0.088 0.040
H 0.75186 -2.10672 1.73731 -0.018 0.075 0.115
H 1.59408 -3.31196 0.79302 0.032 -0.115 0.010
H 2.90220 -1.45044 0.21501 0.081 0.131 0.231
H 1.71492 -1.54054 -1.06971 0.077 0.076 -0.137
H 2.18874 1.92228 -0.15614 -0.003 0.125 0.031
H 3.13388 0.59396 -0.78806 0.166 -0.027 0.137
H 2.19799 0.94294 -2.86200 0.096 0.134 -0.099
H 1.12049 2.18619 -2.18623 -0.009 0.093 -0.136
H 0.64147 0.50272 -2.18946 -0.218 -0.102 -0.004
H -0.56599 1.33499 -0.35364 0.165 -0.126 -0.227
H -1.10215 2.88778 0.28549 0.123 0.118 0.064
H -3.04809 1.52418 0.06052 -0.129 0.007 -0.090
H -2.71836 1.54924 1.77827 0.026 0.022 0.113
H -1.25205 -0.66487 1.00411 0.112 -0.155 0.162
H -2.94860 -0.79560 1.50595 -0.073 -0.099 0.050

***

2.
30
Properties=species:S:1:pos:R:3:forces:R:3 method="wB97M-V/def2-TZVPD" homo_energy_ha=-0.311 orbital_gap_ev=9.25 lumo_ha=0.0293 e_tot_ev=-27521.983 e_above_lowest_ev=2.1959
C -0.59184 -1.68334 -0.21575 0.316 0.139 -0.661
C -1.92460 -1.63449 0.51505 1.903 2.375 1.525
C -2.58978 -0.27994 0.12058 1.678 -2.445 -3.584
C -1.43288 0.58110 -0.37323 0.208 -1.061 2.524
C -0.88664 1.28526 0.90905 2.863 0.408 -2.122
C -1.80071 1.51475 -1.42931 2.994 3.515 -0.957
C 2.63945 -2.46893 -0.86644 -1.814 0.178 -2.353
C 2.74255 2.21967 0.76296 1.361 1.775 1.026
N -0.45567 -0.50218 -0.75292 -1.400 0.627 1.263
O 0.75045 0.09298 -1.13245 1.384 -1.034 0.441
O 1.50199 -0.40492 1.36316 0.132 0.310 -0.202
O 3.06367 -1.16648 -0.56702 -1.173 2.619 0.745
O 2.70187 1.24901 -0.25808 -0.060 0.426 -0.462
P 1.96142 -0.09176 0.00920 0.574 -2.229 -1.066
H -2.52227 -2.50888 0.30376 -0.081 -0.239 0.817
H -1.46606 -1.42150 1.60468 -1.302 -1.410 -1.887
H -3.15808 -0.54265 -0.79133 -0.500 0.520 0.607
H -3.05609 0.30200 0.81150 -2.071 0.886 2.037
H -0.02109 2.00762 0.82130 -0.956 -0.302 -1.014
H -0.34052 0.58328 1.45262 0.070 -1.494 1.474
H -1.54228 1.81531 1.49719 -2.131 0.863 1.087
H -1.32196 2.51429 -1.07406 -1.390 -1.146 -0.882
H -2.81598 1.64156 -1.68334 -1.251 0.012 0.117
H -1.24699 1.38362 -2.36512 -0.133 -0.502 0.048
H 2.55506 -3.10107 -0.02861 -0.294 -0.521 1.196
H 3.34547 -2.87926 -1.55230 0.771 -0.275 -0.367
H 1.66682 -2.40927 -1.45016 0.946 -0.381 0.982
H 2.14498 1.96911 1.62491 -0.285 -0.293 0.127
H 2.52098 3.28570 0.49182 -0.282 -1.253 -0.647
H 3.78611 2.26649 1.08578 -0.074 -0.068 0.184

***

3.
25
Properties=species:S:1:pos:R:3:forces:R:3 method="wB97M-V/def2-TZVPD" homo_energy_ha=-0.343 orbital_gap_ev=10.27 lumo_ha=0.0348 e_tot_ev=-10601.110 smiles="CC/C=C/CO.C1CC1" e_above_lowest_ev=1.8822
C 0.37017 2.82974 -0.53473 -0.109 -0.220 -0.508
C 0.52196 1.83545 0.61987 -0.411 0.031 0.001
C 1.41310 0.69770 0.24675 0.204 0.106 0.442
C 1.07336 -0.57885 0.33389 0.253 -0.476 -0.038
C 1.97352 -1.71562 -0.09366 -0.155 -0.132 0.156
O 3.30312 -1.30247 -0.36733 0.392 -0.115 0.760
H -0.25971 3.67758 -0.24763 0.077 -0.117 -0.095
H -0.07489 2.33566 -1.42618 0.199 0.320 0.538
H 1.35357 3.21555 -0.84294 -0.259 -0.056 0.113
H 0.90603 2.38427 1.48715 0.090 -0.161 -0.006
H -0.45012 1.41175 0.91041 0.095 0.292 -0.062
H 2.42232 0.95570 -0.06700 -0.101 -0.088 -0.242
H 0.11461 -0.89246 0.75032 0.076 0.196 -0.258
H 1.95592 -2.52207 0.66938 -0.002 0.323 -0.303
H 1.58306 -2.15808 -1.02572 0.170 0.127 0.269
H 3.76114 -1.17884 0.49125 -0.439 -0.047 -0.817
C -2.76904 -0.51314 0.80180 0.658 -0.252 -0.261
C -3.16486 -1.41164 -0.34868 -1.241 0.082 0.349
C -2.80110 0.02943 -0.60060 0.637 -0.084 -0.539
H -1.79446 -0.72038 1.24634 -0.369 0.217 -0.062
H -3.50921 -0.16234 1.50147 -0.180 -0.083 0.014
H -2.46400 -2.17574 -0.65848 -0.047 0.044 0.029
H -4.23774 -1.70782 -0.39558 1.022 0.260 -0.104
H -3.59327 0.72544 -0.86877 0.185 -0.168 0.089
H -1.84084 0.19320 -1.13328 -0.745 0.000 0.536

***

4.
26
Properties=species:S:1:pos:R:3:forces:R:3 method="wB97M-V/def2-TZVPD" homo_energy_ha=-0.346 orbital_gap_ev=10.35 lumo_ha=0.0339 e_tot_ev=-12648.662 smiles=C1CCOC1.C1CCOC1 e_above_lowest_ev=2.7201
C 0.12890 1.27948 0.91832 0.220 -1.167 -0.140
C 1.51457 0.94767 1.50545 0.440 1.413 0.855
C 2.25776 0.36972 0.31917 0.721 -0.652 0.014
O 1.24698 -0.18613 -0.49496 2.156 -0.226 -1.827
C 0.00000 0.00000 0.00000 -2.214 0.680 0.366
H 0.26775 2.16771 0.27239 -0.307 -0.467 0.192
H -0.64293 1.52858 1.67176 0.298 -0.551 -0.493
H 1.54641 0.23795 2.35441 -0.474 0.370 -0.425
H 1.94511 1.90675 1.85223 0.187 -0.575 0.005
H 2.93060 -0.46407 0.59760 -0.104 0.484 0.067
H 2.84597 1.09118 -0.27995 -0.367 -0.378 0.486
H -0.66094 0.13887 -0.87711 -0.015 0.060 0.551
H -0.26842 -0.96345 0.47451 -0.576 0.698 0.545
C 2.29873 3.19151 -1.67760 -1.436 -1.022 0.464
C 1.60294 4.53847 -1.51314 -0.594 1.859 1.086
C 2.43424 5.19893 -0.34024 -0.540 1.181 -1.737
O 3.69902 4.78904 -0.72760 1.508 -0.415 0.610
C 3.59171 3.37871 -0.90664 1.712 0.696 0.143
H 2.39085 2.84323 -2.72434 0.155 0.321 0.633
H 1.66925 2.46098 -1.13398 0.384 0.094 -0.660
H 0.53968 4.55806 -1.20564 0.336 -0.570 -0.515
H 1.71077 5.20012 -2.39407 -0.021 -0.423 0.420
H 2.12021 4.94037 0.68931 0.192 -0.414 -0.343
H 2.51166 6.30151 -0.40160 -0.629 -0.441 0.093
H 4.52139 3.06568 -1.41964 -0.591 -0.022 0.156
H 3.63358 2.99374 0.13042 -0.436 -0.535 -0.544

***

5.
26
Properties=species:S:1:pos:R:3:forces:R:3 method="wB97M-V/def2-TZVPD" homo_energy_ha=-0.343 orbital_gap_ev=10.22 lumo_ha=0.0330 e_tot_ev=-12648.694 smiles=C1CCOC1.C1CCOC1 e_above_lowest_ev=2.6881
C 2.64194 -1.22406 3.82793 0.164 0.148 -0.501
C 2.82874 -2.73037 4.06121 0.938 -0.161 -0.281
C 1.60537 -3.34954 3.40543 -1.471 -0.111 2.318
O 1.01552 -2.36568 2.60031 -0.149 0.622 -1.370
C 1.86222 -1.20964 2.47590 -0.352 -0.485 0.083
H 3.61253 -0.69335 3.86965 -0.583 -0.133 -0.297
H 1.98236 -0.78039 4.59836 0.283 -0.253 -0.353
H 2.99181 -2.97664 5.12808 -0.290 -0.031 -0.605
H 3.69966 -3.10800 3.49170 -0.061 0.430 0.404
H 0.79652 -3.43229 4.15668 0.543 -0.856 0.174
H 1.77482 -4.35775 2.98087 -0.017 0.735 -0.425
H 2.37992 -1.37856 1.51211 0.646 0.542 0.702
H 1.20350 -0.32832 2.35418 0.348 -0.447 0.149
C -2.25615 2.56421 -2.44555 -0.268 -0.907 2.729
C -1.97588 3.17519 -3.76135 0.692 0.833 -0.485
C -1.96776 1.96058 -4.67770 0.582 -0.691 -1.781
O -1.72156 0.74620 -3.90787 0.133 1.913 -0.137
C -2.42099 1.03863 -2.71292 -0.941 -0.181 0.034
H -3.18672 2.94256 -1.98043 0.502 -0.165 -0.118
H -1.41656 2.81109 -1.76762 -0.534 -0.479 -0.016
H -0.98151 3.65661 -3.69118 -0.497 -0.182 -0.467
H -2.72036 3.96870 -3.96516 0.412 -0.603 -0.502
H -1.16688 1.99279 -5.44125 -0.488 0.032 0.318
H -2.93640 1.88885 -5.20877 0.255 -0.210 0.260
H -3.48352 0.88047 -2.98021 0.029 -0.014 0.510
H -2.16057 0.30879 -1.92237 0.123 0.653 -0.345

***

6.
26
Properties=species:S:1:pos:R:3:forces:R:3 method="wB97M-V/def2-TZVPD" homo_energy_ha=-0.330 orbital_gap_ev=9.87 lumo_ha=0.0328 e_tot_ev=-12650.066 smiles="C=C(O)[C@](C)(O)[C@H](C)CC" e_above_lowest_ev=1.3157
C -3.09361 0.16266 0.02446 -0.015 0.063 0.040
C -1.94269 -0.19127 0.57972 -0.100 -0.139 -0.257
O -1.75623 -0.20316 1.92698 0.084 -0.061 0.206
C -0.69855 -0.66361 -0.16391 0.048 0.387 0.028
C -0.84801 -0.53558 -1.68138 -0.106 -0.041 0.382
O -0.60256 -2.03864 0.18559 0.126 -0.305 0.090
C 0.52512 0.13069 0.37984 -0.055 -0.123 -0.156
C 0.36763 1.62664 0.11072 0.023 -0.200 0.177
C 1.86297 -0.38792 -0.16098 -0.151 0.053 0.201
C 3.05634 0.17119 0.60739 -0.096 -0.118 -0.175
H -3.24974 0.17424 -1.03426 0.069 -0.052 -0.283
H -3.93385 0.45397 0.63472 -0.130 0.071 0.152
H -2.59308 -0.01166 2.36760 0.079 -0.003 -0.088
H -1.66184 -1.17227 -2.01939 -0.060 -0.020 -0.035
H 0.06586 -0.86415 -2.17146 0.089 -0.010 -0.038
H -1.05309 0.48971 -1.96965 0.010 0.130 -0.117
H 0.11464 -2.43243 -0.32260 -0.029 0.025 0.026
H 0.51612 -0.03439 1.46167 0.026 -0.010 -0.084
H -0.63868 1.95660 0.35646 -0.072 0.124 0.012
H 0.56141 1.85568 -0.93489 0.018 0.074 -0.137
H 1.06558 2.19491 0.71933 0.053 0.116 0.013
H 1.96791 -0.12496 -1.21625 -0.026 -0.076 -0.061
H 1.89359 -1.47734 -0.07619 0.020 -0.028 -0.082
H 2.95597 -0.03799 1.67009 0.027 0.003 0.129
H 3.14111 1.24604 0.47305 0.055 0.118 0.030
H 3.97770 -0.28696 0.25334 0.112 0.022 0.026

***

7.
38
Properties=species:S:1:pos:R:3:forces:R:3 method="wB97M-V/def2-TZVPD" homo_energy_ha=-0.158 orbital_gap_ev=6.83 lumo_ha=0.0934 total_charge=-1 e_tot_ev=-51984.286
C 4.18481 1.41504 2.38652 -0.120 0.377 0.053
C 3.19317 1.41880 1.26622 -0.113 -0.029 0.128
Cl 3.90530 1.74638 -0.27697 0.080 0.029 -0.167
C 1.88938 1.17721 1.38856 0.121 0.205 -0.204
Cl 1.39730 0.72699 3.01317 -0.043 -0.140 0.065
C 0.85315 1.15429 0.27060 -0.318 -0.936 0.544
C 1.13534 -0.09186 -0.57355 0.481 -0.354 0.179
C 0.92629 -1.43343 0.15415 -0.636 0.085 -0.555
N 0.02992 -2.34083 -0.56823 0.327 -0.599 0.603
C 0.85117 2.43955 -0.63837 0.379 1.108 -0.093
O 0.22107 2.29498 -1.69806 -0.104 -0.241 -0.175
O 1.41610 3.46278 -0.19410 -0.210 -0.487 0.044
N -0.52376 1.00121 0.89248 -0.297 1.116 -0.579
O -1.41167 0.35378 -0.03787 0.101 -0.230 0.057
B -1.16492 2.25770 1.31238 0.362 0.336 -0.102
N -0.55424 3.08526 2.32486 -0.855 -0.496 0.363
O -2.37504 2.69811 0.75513 0.028 -0.528 0.121
H 3.76866 1.91975 3.25405 -0.097 -0.063 0.141
H 5.06086 1.98123 2.08960 0.220 -0.149 -0.075
H 4.45506 0.40258 2.67791 0.146 -0.104 0.019
H 2.17143 -0.05092 -0.90071 0.092 0.230 -0.062
H 0.54334 -0.05367 -1.47827 -0.272 0.112 -0.003
H 0.48147 -1.27069 1.13265 0.067 0.044 0.172
H 1.86403 -1.96351 0.30606 0.157 0.031 0.077
H -0.85589 -1.89416 -0.73864 -0.067 0.023 -0.252
H 0.43871 -2.64745 -1.43741 -0.077 0.151 -0.200
H -1.82767 -0.32782 0.50012 0.100 -0.084 0.113
H -1.11910 3.90149 2.51649 0.122 0.109 -0.080
H -0.38367 2.59689 3.19264 0.615 0.065 -0.065
H -3.07150 2.50181 1.38755 -0.169 0.293 -0.096
C -3.15126 -3.35360 -2.26434 0.137 0.202 -0.114
O -3.04126 -3.46720 -1.05999 -0.155 -0.048 0.035
N -3.27700 -4.44064 -3.09627 -0.071 -0.014 0.012
N -3.14432 -2.13776 -2.89366 -0.109 -0.090 0.094
H -3.35970 -4.37048 -4.09142 0.022 0.036 -0.009
H -3.27427 -5.34530 -2.66656 0.026 -0.003 0.030
H -3.03212 -1.32046 -2.32098 0.077 0.051 -0.002
H -3.21918 -2.02604 -3.88572 0.053 -0.008 -0.017

***

8.
34
Properties=species:S:1:pos:R:3:forces:R:3 method="wB97M-V/def2-TZVPD" homo_energy_ha=-0.216 orbital_gap_ev=8.76 lumo_ha=0.1058 total_charge=-1 e_tot_ev=-40048.270
C -2.66309 -0.93696 0.77082 -0.081 0.028 -0.036
C -1.21071 -0.96374 1.26209 -0.001 0.233 -0.095
C -0.65609 -2.39089 1.22249 -0.048 -0.120 0.068
C -1.06089 -0.30904 2.65921 0.011 -0.101 0.002
Si 0.00937 1.23457 2.79927 -0.001 0.167 0.042
P 2.06269 1.34081 1.87407 -0.032 -0.238 -0.171
C 1.73166 1.85419 0.11650 0.013 0.072 0.096
C 2.38926 -0.47192 1.61992 0.117 -0.009 0.036
H -3.37045 -1.09483 1.59154 0.060 -0.099 0.004
H -2.83776 -1.71523 0.02527 0.048 0.058 -0.051
H -2.90637 0.01751 0.30024 0.012 0.020 0.071
H -0.65207 -0.37713 0.53003 0.080 -0.096 0.075
H 0.18832 -2.52364 1.90240 0.019 0.027 -0.053
H -0.32062 -2.64903 0.21583 -0.061 0.042 -0.007
H -1.42444 -3.11878 1.50470 0.020 0.048 0.099
H -0.68555 -1.03619 3.38794 0.006 0.002 -0.038
H -2.03575 0.00645 3.05127 0.003 -0.034 -0.019
H 0.21896 1.46150 4.25876 -0.053 0.005 -0.009
H -0.72704 2.41885 2.28314 -0.009 -0.015 0.000
H 2.06359 2.88553 -0.00562 -0.060 -0.024 -0.054
H 2.34034 1.22145 -0.53254 0.031 0.046 0.011
H 0.70246 1.77227 -0.22966 0.006 -0.041 0.071
H 3.37774 -0.58498 1.16871 -0.028 0.021 0.011
H 1.66020 -0.94994 0.96637 -0.014 0.041 0.025
H 2.41030 -0.99025 2.58188 -0.042 0.014 -0.033
B 0.43998 0.25187 -5.05025 -0.032 0.052 0.135
O 0.21883 1.67065 -4.59123 0.051 -0.005 -0.063
C -0.06194 1.70605 -3.31345 -0.129 -0.172 0.074
O -0.29224 2.67672 -2.64097 0.054 0.005 -0.022
C -0.06989 0.23936 -2.78938 0.056 0.214 0.008
O -0.30130 -0.08047 -1.64896 -0.002 -0.091 -0.087
O 0.22287 -0.55060 -3.78477 -0.004 -0.040 -0.064
F 1.73392 0.08610 -5.50218 -0.003 -0.010 -0.016
F -0.49429 -0.10025 -6.00345 0.014 0.000 -0.010

***

9.
42
Properties=species:S:1:pos:R:3:forces:R:3 method="wB97M-V/def2-TZVPD" homo_energy_ha=-0.068 orbital_gap_ev=1.56 lumo_ha=-0.0109 total_charge=-1 e_tot_ev=-72292.265
C 0.65445 2.60159 -1.59329 -0.010 0.963 -0.133
B 0.87622 1.56937 -0.45658 -0.263 -0.927 0.295
O 1.06803 1.75368 0.86274 -0.625 0.063 -0.036
N 0.92349 0.00446 -0.81272 0.699 0.163 0.137
C 1.42687 -0.82144 0.33529 -0.101 -0.092 0.525
C -0.56776 -0.24807 -1.08396 -0.657 0.231 -0.019
C -0.97606 -1.71175 -1.23677 0.203 -0.625 -0.237
C -1.81222 -2.29047 -0.08112 -0.721 0.134 -0.186
F -1.72992 -1.53101 1.05061 0.259 0.028 0.020
F -1.26995 -3.51606 0.27033 0.261 -0.008 0.055
C -3.29731 -2.48729 -0.44124 0.616 0.606 -0.193
F -3.28941 -3.40638 -1.44803 -0.044 -0.471 -0.173
F -3.91578 -3.03739 0.61553 -0.217 -0.580 0.627
S -4.42940 -0.79356 -1.15213 -0.436 -0.003 -0.115
F -5.58179 -1.89137 -1.63860 -0.038 -0.114 0.090
F -5.19386 -0.63283 0.33404 -0.198 -0.220 0.161
F -3.10920 0.45715 -0.55374 1.247 0.935 0.669
F -3.50255 -0.96609 -2.78552 0.588 -0.298 -0.944
F -5.40900 0.49198 -1.80618 -0.541 0.325 -0.110
P 1.97569 -0.28529 -2.23477 -0.607 0.191 0.178
S 2.67230 -2.01709 -2.57679 0.066 -0.008 0.004
H 0.43186 3.59305 -1.13999 0.068 -0.617 -0.332
H 1.55521 2.75867 -2.22732 -0.390 -0.190 0.386
H -0.17103 2.33905 -2.27509 0.255 0.075 0.312
H 0.39498 2.05502 1.49636 0.390 0.256 -0.389
H 1.48611 -1.87004 0.00591 -0.048 0.460 0.283
H 2.42359 -0.46285 0.66466 -0.561 -0.201 -0.305
H 0.70727 -0.70361 1.16487 0.399 -0.230 -0.458
H -0.83850 0.31835 -1.99063 0.102 -0.274 0.472
H -1.10338 0.22028 -0.23481 -0.030 -0.200 -0.484
H -0.09991 -2.38303 -1.34305 -0.400 0.416 -0.025
H -1.58449 -1.81505 -2.15615 0.199 0.190 0.457
H 1.05615 0.28148 -3.11365 0.145 0.066 -0.436
H 2.86328 0.76130 -1.95514 0.275 -0.030 -0.135
O 1.86628 2.56963 4.15323 0.942 -0.561 -0.065
C 2.80352 2.33159 3.36466 -2.967 2.808 -1.398
C 4.06766 1.06058 4.04864 2.359 -2.252 0.769
O 4.93254 0.85116 3.18128 -0.759 0.414 0.373
H 3.51063 3.15389 3.13968 0.458 -0.368 0.478
H 2.56093 1.74666 2.46833 0.457 -0.585 0.261
H 3.30154 0.28990 4.24303 -0.215 0.226 -0.191
H 4.32297 1.66183 4.93809 -0.160 0.304 -0.188